48
Properties=species:S:1:pos:R:3:forces:R:3 method="wB97M-V/def2-TZVPD" e_above_lowest_kcal_mol=26.3 total_energy_ev=-438944.2450 lumo_energy_ev=1.7 homo_lumo_gap_ev=7.5405 charge=-1
Sn -0.702 0.403 0.076 -0.11 -0.10 -0.03
Br 0.860 -8.825 0.907 0.00 0.00 0.00
Br 0.693 5.627 -0.796 0.00 0.00 0.00
Br -4.627 6.255 1.200 0.00 0.00 0.00
Br -1.961 7.580 -0.246 0.00 0.00 0.00
Br -4.615 3.016 1.994 0.00 0.00 0.00
S -0.008 3.837 3.930 0.01 0.00 0.00
S 0.555 -0.175 2.306 -0.03 0.05 -0.04
S -0.684 1.079 4.674 0.00 0.00 0.00
S 1.409 2.985 1.450 -0.02 0.00 0.00
O 2.079 -2.746 -1.995 -0.02 -0.05 -0.08
O -1.999 1.746 1.222 0.01 0.02 0.00
O 0.205 2.798 0.219 0.04 0.01 0.01
O -1.274 3.184 6.151 0.00 0.00 0.00
O -1.974 1.938 -2.894 -0.01 0.02 0.00
O -1.195 0.742 -4.507 0.01 0.00 0.01
O 0.694 -2.106 -0.355 0.03 0.04 0.01
N 0.038 1.149 -2.643 0.03 0.00 0.06
N 0.776 -0.829 -3.806 -0.06 0.06 -0.01
N -1.095 1.264 -3.392 0.02 -0.03 -0.02
N 1.728 0.505 -0.706 0.06 -0.09 0.00
N 1.904 0.000 -2.018 0.05 -0.13 0.01
C 1.218 -4.405 -0.536 -0.07 -0.01 -0.06
C 1.877 -5.420 -1.218 -0.01 0.00 0.00
C -3.132 3.841 1.185 0.00 0.01 0.00
C -2.019 3.015 0.947 -0.01 -0.01 0.02
C 0.344 -6.028 1.019 0.01 0.00 0.00
C -0.759 2.797 5.138 -0.02 0.00 -0.01
C 1.775 -6.738 -0.797 0.01 0.00 0.01
C -1.985 5.761 0.251 0.00 0.00 0.00
C 0.559 2.545 2.874 -0.02 -0.03 0.00
C 1.327 -2.967 -1.005 0.15 0.08 0.15
C -0.867 4.961 0.020 0.00 0.01 0.00
C -0.888 3.632 0.386 0.01 0.01 0.00
C 0.455 -4.716 0.582 -0.01 -0.01 -0.01
C -3.110 5.189 0.849 0.00 0.00 0.00
C 1.007 -7.022 0.320 0.00 0.00 0.00
C 0.225 1.265 3.204 0.06 0.01 0.02
C 0.844 0.115 -2.865 -0.02 0.00 -0.12
H 2.284 -7.532 -1.325 0.00 0.00 0.00
H 1.231 -1.709 -3.590 0.01 -0.04 0.03
H 2.471 -5.159 -2.083 0.00 0.00 0.00
H 0.030 -0.755 -4.478 0.02 0.01 0.00
H 1.994 -0.241 -0.065 0.04 0.04 0.01
H 2.270 -0.968 -2.015 -0.10 0.10 0.01
H -0.248 -6.276 1.889 0.00 0.00 0.00
H -0.048 -3.913 1.104 0.00 0.00 0.00
H 2.338 1.301 -0.563 -0.05 0.03 0.03